Computed, not measured: C18H14BrN4O2PdSbSe4 as an isolated structure, with ωB97M-V/def2-TZVPD.

Geometry as XYZ:
```
45
Properties=species:S:1:pos:R:3:forces:R:3
Pd 0.691 -0.320 -1.045 -0.3459 0.3146 -0.3594
O 2.376 -3.595 0.861 -0.0087 0.0692 -0.0213
C 2.089 -2.642 0.164 0.0979 0.0042 -0.0344
N 1.504 -1.473 0.543 -0.0093 -0.0114 0.0927
C 1.496 -1.143 1.885 -0.1834 -0.2085 0.0014
O 2.406 -1.346 2.656 0.0361 0.0724 -0.0271
C 0.227 -0.494 2.398 0.0026 0.0864 0.0298
C 0.239 0.041 3.683 0.0136 0.0486 -0.0518
C -0.927 0.592 4.181 0.0042 0.0029 0.0173
C -2.065 0.576 3.386 -0.0018 -0.0030 -0.0255
C -1.977 0.014 2.123 0.0201 -0.0408 0.0615
N -0.857 -0.508 1.628 -0.0398 -0.0704 0.0368
C 2.368 -2.734 -1.328 0.0308 -0.0722 -0.0239
C 2.946 -3.887 -1.835 -0.0053 0.0554 0.0059
C 3.230 -3.952 -3.187 0.0021 0.0012 -0.0140
C 2.942 -2.858 -3.989 0.0291 -0.0210 0.0136
C 2.361 -1.746 -3.410 0.0077 0.0312 -0.0052
N 2.070 -1.692 -2.110 -0.0051 -0.0248 0.2126
H 1.157 0.007 4.250 -0.0024 -0.0051 0.0117
H -0.953 1.020 5.174 -0.0028 0.0013 -0.0002
H -3.004 0.984 3.735 0.0029 0.0052 0.0085
H -2.849 -0.019 1.478 -0.0027 -0.0222 0.0151
H 3.154 -4.694 -1.148 0.0037 -0.0053 0.0081
H 3.674 -4.843 -3.612 0.0054 0.0036 -0.0041
H 3.159 -2.855 -5.048 -0.0032 -0.0012 0.0001
H 2.130 -0.872 -4.006 -0.0274 0.0022 -0.0109
C -4.519 2.645 -0.836 0.0105 0.0027 0.0151
C -3.059 2.649 -0.489 -0.0216 0.0381 -0.0338
C -2.415 3.777 0.009 0.0216 -0.0112 0.0004
C -1.051 3.760 0.245 -0.0428 -0.0540 -0.0180
C -0.382 2.585 -0.041 0.0444 0.0529 0.0454
Br 1.493 2.455 0.201 0.0665 0.0234 0.0400
N -0.962 1.497 -0.500 0.1767 -0.1673 0.0905
C -2.278 1.527 -0.716 0.0075 0.0300 -0.0588
H -5.059 3.416 -0.288 0.0047 -0.0044 0.0056
H -4.977 1.681 -0.616 0.0019 -0.0042 -0.0023
H -4.648 2.837 -1.903 -0.0015 -0.0006 -0.0015
H -2.981 4.681 0.204 -0.0056 -0.0036 -0.0003
H -0.523 4.622 0.624 0.0045 0.0013 0.0026
H -2.720 0.613 -1.101 0.0350 0.0071 0.0031
Se -1.430 -1.348 -3.835 0.0694 0.2019 -0.1744
Sb 0.021 1.056 -3.461 0.3754 -0.5668 0.1275
Se -1.213 -1.892 -1.680 0.0522 -0.0535 0.1472
Se 1.298 1.567 -5.482 -0.1869 -0.0331 -0.0035
Se -1.629 2.589 -4.237 -0.2304 0.3287 -0.1221
```
Forces are in eV/Å.

M ... 942.260 u
Multiplicity ... 5
E ... -13611.739581 Eh
Highest occupied orbital energy (alpha / beta) ... -0.298 / -0.298 hartree
Energy relative to the best compared isomer or geometry (same formula, charge and spin) ... 0.0 kJ/mol

Mulliken population analysis, charges in e, atoms 1 to 5: 0.6681 -0.6675 -0.1614 0.1020 -0.1871